[1]
Below is the ion C6H12NO5 with charge +1 in a non-equilibrium geometry, with properties calculated with ωB97M-V/def2-TZVPD.

Element x y z (Å)
O1 0.283 2.914 0.697
C1 1.054 1.952 1.407
C2 1.506 0.866 0.440
N1 0.374 0.950 -0.772
C3 -0.925 0.596 -0.742
O2 -1.789 1.280 -0.013
C4 -1.323 -0.716 -1.252
O3 -0.717 -0.920 -2.450
C5 -0.832 -1.680 0.009
O4 -1.826 -1.506 0.951
C6 0.692 -1.541 0.383
O5 1.013 -0.307 1.120
H1 0.961 3.314 0.064
H2 1.906 2.439 1.946
H3 0.355 1.463 2.131
H4 2.524 0.952 0.008
H5 0.756 0.501 -1.593
H6 -1.361 2.099 0.347
H7 -2.455 -0.851 -1.263
H8 -0.800 -1.807 -2.741
H9 -0.837 -2.635 -0.526
H10 -1.620 -0.810 1.579
H11 0.963 -2.420 1.004
H12 1.463 -1.710 -0.454

Calculated values
SMILES: OC[C@@H]1[NH+]=C(O)[C@@H](O)[C@H](O)CO1
DFT total energy in eV: -18134.60928
Net charge: +1

[2]
Below is a structure of composition C6H12NOP in a non-equilibrium geometry, with properties calculated with ωB97M-V/def2-TZVPD.

Element x y z (Å)
C1 0.663 1.257 -0.360
C2 -0.094 0.232 -1.148
C3 -0.207 1.418 0.901
C4 -0.450 -0.823 -0.067
C5 -0.893 0.052 1.047
C6 0.590 -1.965 0.285
N1 -2.793 -0.030 0.717
O1 -5.067 0.054 0.109
P1 -3.788 -0.181 -0.602
H1 1.640 0.947 -0.067
H2 0.700 2.285 -0.836
H3 -0.954 0.667 -1.435
H4 0.454 -0.221 -1.873
H5 0.295 1.558 1.845
H6 -0.978 2.234 0.728
H7 -1.191 -1.482 -0.412
H8 -1.050 -0.374 2.030
H9 -0.017 -2.701 0.745
H10 1.329 -1.417 0.969
H11 1.048 -2.376 -0.553
H12 -3.228 0.588 1.523

Calculated values
DFT total energy in eV: -19241.07614

[3]
Below is the molecule C6H12NP3 in a non-equilibrium geometry, with properties calculated with ωB97M-V/def2-TZVPD.

Element x y z (Å)
C1 1.529 -0.528 -0.115
C2 -1.357 -0.377 -0.833
C3 -0.164 1.611 -0.151
C4 -0.591 3.050 -0.113
C5 -2.978 -1.361 0.808
C6 -2.184 -1.530 -0.491
N1 -1.023 0.687 -0.388
P1 1.555 1.150 0.081
P2 4.420 0.025 0.386
P3 3.048 -1.463 -0.334
H1 0.619 -1.065 -0.370
H2 -0.815 3.364 0.908
H3 -1.485 3.198 -0.716
H4 0.201 3.690 -0.499
H5 -3.573 -2.252 0.994
H6 -3.647 -0.507 0.731
H7 -2.306 -1.199 1.648
H8 -2.863 -1.734 -1.323
H9 -1.514 -2.391 -0.414
H10 5.538 -0.789 0.192
H11 4.569 0.607 -0.874
H12 3.020 -2.186 0.873

Calculated values
DFT total energy in eV: -35769.17010

So what do the calculations give for energy above the lowest of the compared OMol25 structures with the same formula, charge and spin? Going down the list: 0.0 36.0 31.7 kcal per mole.
So what do the calculations give for HOMO level? Going down the list: -14.054 -9.231 -7.184 eV.